104
Properties=species:S:1:pos:R:3:lowdin_charge:R:1 method="wB97M-V/def2-TZVPD" charge=-1 homo_lumo_gap_ev=5.871 lumo_ha=0.0611
C -0.27 -4.38 2.44 -0.13
C -0.73 -2.86 2.37 -0.39
N -0.49 -2.27 1.04 -0.27
Sb 1.47 -1.63 0.73 1.12
C 1.48 -2.74 -1.24 -0.47
S 2.82 -4.00 -1.17 0.59
O 4.07 -3.51 -0.50 -0.46
O 2.29 -5.21 -0.47 -0.45
O 1.56 -0.61 2.52 -0.48
C 2.92 -0.28 2.80 -0.37
C 3.19 0.02 4.31 -0.38
C 2.56 1.35 4.85 -0.05
O 2.85 -1.13 5.14 -0.07
H -0.57 -4.73 3.47 0.06
H 0.83 -4.51 2.35 0.03
H -0.77 -4.97 1.63 0.07
H -1.85 -2.89 2.51 0.09
H -0.34 -2.25 3.24 0.09
H -1.18 -1.56 0.80 0.00
H 0.85 -0.20 -0.04 -0.05
H 3.09 -1.07 0.33 -0.05
H 2.17 -3.04 1.48 -0.01
H 0.50 -3.26 -1.35 0.03
H 1.59 -2.05 -2.12 0.03
H 3.10 -4.35 -2.49 0.05
H 3.56 -1.18 2.53 0.08
H 3.17 0.62 2.17 0.11
H 4.32 0.12 4.42 0.13
H 2.04 1.13 5.83 0.06
H 3.35 2.11 5.11 0.07
H 1.86 1.85 4.13 0.08
H 3.68 -1.61 5.23 0.08
C -2.06 3.31 -3.52 -0.03
C -1.67 2.59 -2.21 -0.43
C -0.18 2.33 -1.93 -0.31
F 0.46 1.65 -2.90 0.10
F -0.05 1.59 -0.81 0.05
F -2.39 1.45 -2.12 0.11
F -2.11 3.38 -1.19 0.11
O -2.43 2.54 -4.70 0.03
C -1.44 1.98 -5.52 -0.51
C -1.36 0.45 -5.41 -0.28
F -1.31 0.01 -4.15 0.11
F -0.24 0.00 -6.03 0.10
F -0.27 2.61 -5.30 0.13
F -1.79 2.30 -6.79 0.14
H -2.99 3.84 -3.29 0.15
H -1.35 4.10 -3.78 0.14
H 0.34 3.27 -1.77 0.17
H -2.23 -0.02 -5.88 0.17
C 1.46 -0.93 8.26 -0.02
C 2.38 0.13 8.93 -0.43
C 3.09 -0.25 10.25 -0.30
F 2.28 -0.66 11.23 0.10
F 3.75 0.83 10.73 0.08
F 1.69 1.28 9.06 0.12
F 3.37 0.39 8.03 0.10
O 0.03 -0.90 8.54 0.04
C -0.48 -1.46 9.73 -0.52
C -0.99 -0.40 10.73 -0.28
F -0.11 0.59 10.94 0.10
F -1.24 -0.98 11.93 0.09
F 0.43 -2.31 10.24 0.14
F -1.53 -2.22 9.36 0.14
H 1.50 -0.71 7.19 0.12
H 1.86 -1.94 8.35 0.15
H 3.83 -1.03 10.06 0.17
H -1.91 0.05 10.36 0.17
C 1.49 3.88 -9.64 -0.03
C 2.22 2.74 -8.89 -0.43
C 2.32 2.83 -7.35 -0.31
F 2.87 3.96 -6.89 0.10
F 3.09 1.81 -6.89 0.10
F 3.44 2.58 -9.45 0.12
F 1.53 1.60 -9.16 0.11
O 2.23 5.00 -10.19 0.03
C 2.64 6.06 -9.36 -0.52
C 4.16 6.10 -9.10 -0.29
F 4.65 4.91 -8.72 0.10
F 4.44 6.98 -8.12 0.10
F 1.89 6.06 -8.24 0.14
F 2.30 7.19 -10.02 0.14
H 1.08 3.41 -10.54 0.15
H 0.61 4.23 -9.09 0.14
H 1.33 2.72 -6.91 0.15
H 4.69 6.40 -10.00 0.17
C -6.22 -2.94 -1.70 -0.03
C -5.71 -4.16 -0.90 -0.43
C -6.01 -4.22 0.61 -0.31
F -5.61 -3.16 1.32 0.11
F -5.39 -5.30 1.16 0.09
F -4.39 -4.30 -1.13 0.14
F -6.30 -5.26 -1.45 0.09
O -5.36 -1.79 -1.92 0.03
C -5.19 -0.82 -0.92 -0.51
C -3.80 -0.84 -0.27 -0.29
F -3.42 -2.07 0.12 0.10
F -3.78 -0.06 0.84 0.10
F -6.21 -0.91 -0.05 0.14
F -5.34 0.37 -1.53 0.14
H -6.37 -3.31 -2.72 0.14
H -7.21 -2.62 -1.37 0.14
H -7.09 -4.35 0.77 0.17
H -3.04 -0.47 -0.96 0.16